No. 1
A molecular structure, B2CsH8 in a non-equilibrium geometry. Source: OMol25; level of theory: wB97M-V/def2-TZVPD.

Orbital gap in eV: 6.7
HOMO level in eV: -4.888
Multiplicity: 1
Charge: -1

```
11
B2CsH8 wB97M-V/def2-TZVPD
Cs -33.565 13.131 1.756
B -31.035 15.419 2.367
H -31.797 14.851 3.028
H -30.295 14.671 1.862
H -31.582 16.154 1.639
H -30.312 16.063 3.024
B -31.866 11.590 -0.438
H -32.196 10.991 0.492
H -31.273 10.984 -1.241
H -32.837 11.863 -1.016
H -31.253 12.538 -0.206
```

No. 2
A molecular structure, C5H10BaO3 in a non-equilibrium geometry. Source: OMol25; level of theory: wB97M-V/def2-TZVPD.

Orbital gap (spin up / spin down) in eV: 4.7 / 5.4
⟨S²⟩: 0.753
HOMO level (spin up / spin down) in eV: -9.655 / -10.303
Multiplicity: 2
Charge: +1

```
19
C5H10BaO3 wB97M-V/def2-TZVPD
C -2.188 0.371 -2.585
O -1.663 -0.819 -2.074
C -0.379 -1.161 -2.574
H -3.107 0.601 -2.031
H -1.482 1.214 -2.484
H -2.436 0.269 -3.662
H -0.037 -2.056 -2.030
H 0.318 -0.300 -2.564
Ba -0.528 -2.138 -5.128
O 1.744 1.883 4.469
C 1.389 0.937 3.812
C 1.971 0.627 2.447
O 1.403 -0.523 1.870
C 0.205 -0.370 1.248
H 0.642 0.203 4.194
H 3.048 0.439 2.573
H 1.855 1.508 1.793
H -0.423 -1.259 1.319
H -0.331 0.572 1.408
```

No. 3
A single C3H4N4O molecule in a non-equilibrium geometry. Source: OMol25; level of theory: wB97M-V/def2-TZVPD.

SMILES string: [H]/N=c1/[nH]cn/c(=N\[H])o1
Orbital gap in eV: 9.6
HOMO level in eV: -9.726
Multiplicity: 1

```
12
C3H4N4O wB97M-V/def2-TZVPD
C -0.880 0.801 0.655
C -0.822 -0.714 -1.089
C 1.097 -0.287 0.303
H -2.564 1.277 1.077
H -1.201 -1.038 -2.090
H 1.270 -1.476 -1.241
H 2.876 0.477 0.759
N -1.615 1.463 1.504
N -1.475 0.190 -0.408
N 0.446 -1.101 -0.560
N 2.403 -0.257 0.158
O 0.464 0.664 0.932
```

No. 4
2 unconnected molecules or ions with the total composition H2N2O4S in a non-equilibrium geometry. Source: OMol25; level of theory: wB97M-V/def2-TZVPD.

Orbital gap (spin up / spin down) in eV: 9.0 / 9.0
HOMO level (spin up / spin down) in eV: -10.284 / -10.285
Multiplicity: 1

```
9
H2N2O4S wB97M-V/def2-TZVPD
N -0.314 1.175 -0.125
N 1.383 -0.007 0.797
O 1.696 -0.349 -0.333
O 0.358 0.740 1.003
O -0.484 -1.828 -0.338
O -0.453 -3.184 1.744
S 0.284 -2.569 0.665
H -1.335 1.286 0.140
H 0.067 0.533 -0.927
```

No. 5
A molecular structure, C27H35BF4N4P2Ru in a non-equilibrium geometry. Source: OMol25; level of theory: wB97M-V/def2-TZVPD.

Orbital gap (spin up / spin down) in eV: 6.9 / 2.9
⟨S²⟩: 6.043
HOMO level (spin up / spin down) in eV: -12.704 / -12.964
Multiplicity: 5
Charge: +2

```
74
C27H35BF4N4P2Ru wB97M-V/def2-TZVPD
Ru -4.230 -1.073 2.778
C -4.655 -2.472 1.137
C -3.294 -2.545 1.530
C -2.143 -1.898 0.772
C -1.934 -0.401 1.062
C -3.076 0.278 1.784
C -4.423 0.310 1.283
C -4.813 -0.227 -0.082
C -5.138 -1.740 -0.091
C -4.615 0.298 4.219
H -5.348 -3.241 1.493
H -2.991 -3.449 2.075
H -2.230 -2.060 -0.315
H -1.220 -2.434 1.068
H -1.045 -0.287 1.706
H -1.689 0.143 0.138
H -2.793 1.135 2.403
H -5.086 1.068 1.719
H -4.036 0.017 -0.826
H -5.712 0.332 -0.395
H -6.232 -1.856 -0.126
H -4.768 -2.203 -1.025
H -5.454 -0.068 4.830
H -4.841 1.296 3.818
H -3.725 0.360 4.864
P 2.378 2.109 -0.415
P 2.812 -0.985 -0.587
N 1.529 3.376 -1.274
N 3.663 3.221 0.173
N 1.874 -1.478 -1.977
N 3.865 -2.434 -0.584
C 3.344 1.458 -1.869
C 3.996 0.117 -1.508
C 0.130 3.469 -1.175
C -0.312 4.443 -2.057
C 0.840 4.971 -2.735
C 1.953 4.287 -2.247
C 3.845 3.441 1.546
C 4.888 4.348 1.720
C 5.399 4.668 0.423
C 4.632 3.967 -0.502
C 0.488 -1.683 -1.888
C 0.007 -2.000 -3.149
C 1.111 -1.960 -4.059
C 2.238 -1.624 -3.316
C 4.494 -3.159 -1.602
C 5.400 -4.048 -1.035
C 5.370 -3.838 0.380
C 4.444 -2.842 0.629
H 4.123 2.162 -2.199
H 2.627 1.355 -2.700
H 4.393 -0.371 -2.407
H 4.856 0.259 -0.834
H -0.391 2.821 -0.487
H -1.338 4.748 -2.202
H 0.852 5.748 -3.481
H 2.991 4.378 -2.519
H 3.224 2.919 2.253
H 5.238 4.742 2.663
H 6.226 5.326 0.188
H 4.718 3.933 -1.580
H -0.001 -1.575 -0.935
H -1.021 -2.245 -3.397
H 1.100 -2.155 -5.118
H 3.256 -1.465 -3.643
H 4.243 -2.997 -2.641
H 6.021 -4.760 -1.573
H 5.968 -4.353 1.125
H 4.125 -2.366 1.549
F -5.289 -2.515 3.838
B -6.974 -2.653 3.849
F -7.133 -3.993 3.596
F -7.281 -2.215 5.119
F -7.426 -1.829 2.827
```

No. 6
A molecular structure, C33H17F10N9PbS2Se. Source: OMol25; level of theory: wB97M-V/def2-TZVPD.

Orbital gap in eV: 6.2
HOMO level in eV: -8.183
Multiplicity: 1

```
73
C33H17F10N9PbS2Se wB97M-V/def2-TZVPD
Pb -1.409 -0.300 -0.311
C -4.516 -1.849 -0.434
N -3.130 -2.147 -0.048
C -2.626 -3.222 -0.918
C -1.130 -3.409 -0.823
N -0.439 -2.180 -1.201
C 0.869 -2.297 -1.610
C 1.712 -3.408 -1.417
F 1.309 -4.474 -0.693
C 3.022 -3.458 -1.865
F 3.750 -4.552 -1.633
C 3.599 -2.374 -2.493
F 4.871 -2.408 -2.897
C 2.827 -1.240 -2.666
F 3.356 -0.151 -3.228
C 1.513 -1.224 -2.251
F 0.839 -0.072 -2.413
C -3.074 -2.500 1.385
C -2.745 -1.278 2.220
N -1.432 -0.795 1.807
C -0.732 -0.011 2.737
C 0.248 -0.597 3.539
F 0.445 -1.919 3.484
C 1.053 0.143 4.386
F 2.003 -0.455 5.107
C 0.877 1.513 4.477
F 1.659 2.237 5.274
C -0.127 2.121 3.745
F -0.322 3.436 3.848
C -0.925 1.357 2.913
F -1.909 1.969 2.251
H -5.104 -2.775 -0.437
H -4.962 -1.150 0.267
H -4.536 -1.398 -1.424
H -3.137 -4.164 -0.678
H -2.882 -2.947 -1.943
H -0.856 -3.767 0.176
H -0.872 -4.208 -1.520
H -4.021 -2.957 1.693
H -2.277 -3.226 1.541
H -3.535 -0.517 2.127
H -2.710 -1.571 3.273
S -2.078 0.041 -2.797
C -2.684 1.646 -2.732
C -2.256 2.535 -3.774
N -1.901 3.245 -4.606
C -3.383 2.143 -1.662
S -3.677 1.279 -0.216
C -3.704 3.545 -1.640
N -3.963 4.664 -1.584
Se 5.711 3.658 -1.343
N 5.307 2.067 -0.645
C 4.012 2.029 -0.509
C 3.288 0.874 0.009
C 3.929 -0.280 0.458
C 3.167 -1.328 0.926
C 1.781 -1.212 0.878
N 1.162 -0.120 0.454
C 1.895 0.924 0.057
C 1.165 2.155 -0.293
N -0.158 2.149 -0.076
C -0.829 3.279 -0.250
C -0.241 4.449 -0.726
C 1.108 4.447 -0.991
C 1.841 3.286 -0.743
C 3.292 3.221 -0.898
N 4.015 4.210 -1.342
H 5.010 -0.327 0.431
H 3.619 -2.238 1.293
H 1.140 -2.030 1.184
H -1.873 3.258 0.026
H -0.855 5.326 -0.877
H 1.619 5.326 -1.361
```

Q: Which formula does entry 2 have?
A: C5H10BaO3

Q: What is the formula in the third record?
A: C3H4N4O

Q: Which value of multiplicity does entry 1 give?
A: 1